1.
38
Properties=species:S:1:pos:R:3:forces:R:3 method="wB97M-V/def2-TZVPD" total_charge=0 homo_lumo_gap_ev=9.713 e_lumo_ev=0.584 smiles="CNC[C@H]1C[C@@H](CC(C)C)C(=O)N1.ClC(Cl)Cl" energy_ha=-1996.96019
C 0.87411 -0.91608 -3.31090 -1.02 0.27 -0.99
N 0.71154 -2.21028 -2.59437 1.33 0.62 0.39
C 1.10912 -2.14325 -1.16178 -0.67 0.06 0.26
C -0.20881 -2.21010 -0.27003 0.95 0.35 1.53
C 0.18813 -1.92411 1.27416 -1.61 -1.90 1.17
C -0.46433 -0.54940 1.74870 -0.69 -0.21 -1.48
C 0.18559 0.84686 1.32133 -0.34 -0.07 1.43
C 1.59694 1.17306 2.01017 0.20 1.06 -1.89
C 1.60711 2.77795 2.25990 -0.81 -0.43 -0.39
C 2.73072 0.88245 0.89871 0.44 0.45 0.72
C -1.76913 -0.59230 0.78819 0.43 0.40 1.72
O -2.88556 -0.15682 1.08844 2.90 -1.22 -1.76
N -1.28924 -1.19788 -0.47364 -0.12 0.89 -0.54
H 1.31979 -1.08263 -4.34874 -0.45 0.31 1.45
H 1.46552 -0.12806 -2.74605 -0.43 -1.09 -0.61
H -0.17126 -0.47730 -3.49122 1.42 -0.41 0.21
H 1.19951 -2.97495 -3.06724 -0.14 0.66 0.23
H 1.71831 -1.20425 -0.90016 -0.92 -1.10 -0.47
H 1.79657 -3.02307 -0.89035 -1.24 1.11 -0.23
H -0.72900 -3.19281 -0.49503 1.01 0.87 0.74
H 1.21368 -2.23236 1.64443 -0.91 0.85 -0.86
H -0.48830 -2.69562 1.80294 1.05 1.04 -0.33
H -0.70869 -0.55638 2.85457 0.21 0.02 -1.39
H 0.23667 0.92903 0.18955 0.21 -0.07 1.39
H -0.54170 1.66597 1.66853 0.81 -1.32 -0.51
H 1.79087 0.59197 2.97016 -0.36 0.73 -1.31
H 1.16641 3.03222 3.28153 0.82 -0.24 -1.31
H 0.89668 3.24181 1.48470 1.08 -0.58 1.07
H 2.62129 3.24670 2.07149 -1.14 -0.61 0.64
H 2.36634 1.16965 -0.15144 0.45 -0.61 1.54
H 3.14202 -0.17916 0.93846 -0.73 1.29 -0.26
H 3.59717 1.58263 1.12684 -0.83 -1.02 -0.35
H -0.85337 -0.46842 -1.05293 -0.96 -0.04 0.08
Cl -6.02188 1.40212 -2.33049 0.10 0.00 0.05
C -4.64159 1.69231 -1.26181 -0.05 -0.09 0.11
Cl -3.37808 2.59710 -2.10940 -0.01 -0.08 0.04
Cl -5.15221 2.55352 0.19507 0.07 -0.09 -0.13
H -4.23098 0.72990 -0.96229 -0.04 0.18 0.02

2.
38
Properties=species:S:1:pos:R:3:forces:R:3 method="wB97M-V/def2-TZVPD" e_above_lowest_kcal_mol=0.00 total_charge=+2 homo_lumo_gap_ev=8.426 e_lumo_ev=-6.880 energy_ha=-1553.59233
C 1.59791 -3.58290 -1.43780 -0.45 0.28 -0.09
S 0.33249 -4.88273 -1.62731 -0.78 -0.08 1.91
C 1.04387 -6.10492 -0.46082 -0.26 -0.08 -0.10
C -1.34217 -4.47372 -0.47261 0.36 0.03 -0.86
C -2.20338 -3.52692 -1.19706 -1.13 1.95 -1.25
N -2.87994 -2.74580 -1.75233 1.81 -2.08 1.43
H 1.27821 -2.73417 -2.05691 0.13 -0.20 0.29
H 1.76511 -3.30708 -0.38706 -0.21 -0.15 -0.37
H 2.50822 -4.01966 -1.87290 -0.29 0.03 0.11
H 0.37544 -6.97872 -0.43116 0.32 0.30 -0.11
H 2.01590 -6.36808 -0.88331 -0.15 -0.12 0.05
H 1.17192 -5.68224 0.54588 -0.14 0.05 -0.42
H -1.82837 -5.46383 -0.43100 0.50 0.21 0.01
Cl -1.00683 5.84541 1.29130 0.63 -0.52 -0.23
C 0.39918 4.83643 0.81526 -0.54 0.63 0.23
N 0.02974 3.41005 0.60627 -0.16 -0.92 -0.16
C -0.51626 2.75024 1.88255 0.35 1.20 -0.13
C -0.80766 1.29517 1.60274 -0.01 -1.06 -0.86
N -0.44010 0.93226 0.20822 0.16 0.35 0.09
F -1.02255 -4.02043 0.75106 0.31 -0.26 -0.61
C 1.00785 1.20792 -0.01248 -1.18 -0.86 0.05
C 1.30594 2.67307 0.21087 0.19 0.99 0.17
C -1.25542 1.75420 -0.72441 0.23 -1.32 0.36
C -0.98770 3.22686 -0.52950 0.41 1.13 0.39
H 0.79282 5.22953 -0.12811 -0.04 -0.11 0.30
H 1.13735 4.88328 1.62281 -0.16 0.01 -0.28
H 0.25968 2.86965 2.64496 -0.15 0.17 -0.11
H -1.40434 3.31833 2.16685 0.20 -0.03 0.01
H -0.24190 0.64921 2.28353 -0.17 0.13 -0.12
H -1.87543 1.08591 1.73076 0.26 -0.03 0.01
H 1.58176 0.58660 0.68261 -0.10 0.09 -0.16
H 1.25608 0.91388 -1.03712 -0.02 0.03 0.19
H 1.68074 3.15745 -0.69698 -0.03 0.03 0.24
H 2.01660 2.82380 1.02963 -0.08 0.11 -0.19
H -1.01597 1.44496 -1.74699 -0.10 0.07 0.18
H -2.30850 1.52517 -0.53199 0.20 0.00 -0.11
H -1.87683 3.78919 -0.23693 0.17 -0.02 -0.09
H -0.54344 3.68266 -1.42054 -0.07 0.09 0.23

3.
48
Properties=species:S:1:pos:R:3:forces:R:3 method="wB97M-V/def2-TZVPD" e_above_lowest_kcal_mol=126.07 total_charge=-1 homo_lumo_gap_ev=3.982 e_lumo_ev=-0.053 energy_ha=-2574.12250
K -0.23829 -3.84289 -0.37726 0.09 0.02 0.16
C 4.33133 -6.46111 3.30367 -2.98 -0.56 -3.14
O 3.85616 -5.25734 3.91203 1.52 2.35 1.01
O 3.89334 -6.44455 1.94561 2.60 -0.58 2.97
C 5.80417 -6.96413 3.78937 -1.27 1.15 -0.85
F 6.77769 -6.16650 3.35987 0.68 1.02 0.22
F 5.83146 -6.95474 5.17570 0.26 -0.46 -1.26
F 6.20147 -8.17034 3.31699 -0.98 -0.05 0.85
C 4.49986 -4.00148 3.62494 -0.53 -0.03 0.57
C 3.73722 -2.85610 4.31560 -0.36 -0.46 0.09
H 4.18223 -1.88659 4.09171 0.11 -0.01 -0.13
H 2.70074 -2.84261 3.97854 -0.06 0.03 -0.31
H 3.63809 -2.92534 5.39887 0.42 -0.30 0.11
H 4.50837 -3.73683 2.56758 0.01 -0.53 -0.31
H 5.53159 -4.00714 3.97652 0.17 -0.08 0.03
H 3.66108 -7.05671 3.92344 0.17 -1.35 0.00
C -6.78040 0.03817 -1.49399 2.13 -3.74 -0.73
O -6.59394 0.47583 -2.86189 -0.48 1.84 -1.43
O -5.96433 -1.12111 -1.27123 -2.15 3.96 0.02
C -6.62460 1.26463 -0.56346 2.19 -0.79 0.43
F -7.00544 0.97471 0.66670 -0.69 -0.56 1.20
F -5.31578 1.73777 -0.36191 -1.29 -0.25 -1.01
F -7.38473 2.29198 -0.93551 -0.10 0.89 -0.44
C -7.69845 1.13733 -3.56489 -0.34 -1.38 1.01
C -7.33431 1.51496 -4.94454 0.78 0.12 -1.13
H -6.90022 0.68538 -5.50266 0.79 0.08 0.29
H -8.18477 1.72065 -5.59452 -0.49 0.45 0.48
H -6.71747 2.41099 -4.87558 0.41 -0.19 -0.63
H -8.12334 2.03851 -3.12281 0.32 -0.07 0.72
H -8.53278 0.44581 -3.68234 -0.22 -0.47 0.56
H -7.83956 -0.21925 -1.48567 -0.67 0.02 0.68
C 1.89013 5.26361 0.59556 0.97 0.61 -0.71
O 1.75726 3.88438 0.31880 -0.60 -1.29 -0.63
P 2.17701 3.26132 -1.10241 -0.66 -1.68 -0.42
O 1.90441 1.77771 -1.22422 0.47 2.98 0.50
O 1.44717 4.19662 -2.22765 0.03 -1.26 1.30
C 0.12539 3.71589 -2.65225 -0.11 0.06 -0.97
O 3.72320 3.67155 -1.24759 -1.98 0.79 -0.72
C 4.71114 2.83709 -0.74508 2.11 -0.67 0.36
H 0.95443 5.76648 0.83989 -0.08 -0.50 0.24
H 2.27562 5.74686 -0.30220 0.06 0.34 0.08
H 2.65035 5.35476 1.37136 -0.29 0.23 0.17
H 0.06599 3.95293 -3.71451 0.17 -0.10 0.02
H -0.74381 4.20515 -2.21269 0.53 0.38 0.64
H -0.02510 2.64297 -2.53271 0.49 0.06 0.15
H 5.35839 3.36896 -0.04774 -0.55 0.21 0.59
H 5.45428 2.62969 -1.51503 -0.43 -0.39 -0.51
H 4.35773 1.90207 -0.31040 -0.16 0.15 -0.08